# C5H11O2

A 2-piece molecular cluster, C5H11O2 overall in a non-equilibrium geometry (ωB97M-V with the def2-TZVPD basis set, the Open Molecules 2025 dataset).

The geometry in ORCA input format:
```
! RIJCOSX wB97M-V def2-TZVPD def2/J DEFGRID3
* xyz -1 1
C -1.16 -1.75 -2.11
C -1.93 -1.30 -0.88
H -1.85 -1.85 -2.95
H -0.39 -1.01 -2.35
H -0.60 -2.68 -2.03
H -1.30 -0.98 -0.05
H -2.70 -1.99 -0.57
H -2.30 -0.30 -1.14
C 1.82 1.35 1.22
C 1.04 0.32 2.01
C 0.87 2.13 0.18
O 1.05 3.37 0.17
O 0.13 1.43 -0.52
H 2.26 2.10 1.87
H 2.56 0.98 0.51
H 1.66 -0.52 2.34
H 0.24 -0.15 1.44
H 0.60 0.85 2.86
*
```

Computed properties:
LUMO level, eV: 3.90
HOMO, eV: -3.8
Energy, eV: -9459.66051
Energy above the lowest of the compared OMol25 structures with the same formula, charge and spin, kcal per mole: 8.5
Gap between HOMO and LUMO, eV: 7.66